The following is a quantum chemistry calculation of one molecule with the formula C4H5Cl3O, from the OMol25 dataset.

Computed properties:
SMILES string: C[C@@](Cl)(CCl)C(=O)Cl
Calculated total energy, Eh: -1611.2223
ΔE to the lowest compared entry with this formula, charge and spin, eV: 0.2564
Strongest force on any atom, eV Å⁻¹: 4.25
2S+1: 1
Gap between HOMO and LUMO, eV: 11.09
Lowest unoccupied orbital energy, eV: 0.37

Positions of all 13 atoms, in Å:
1 C -1.325636 -0.140604 -0.716217
2 C -0.108995 -0.259905 0.105718
3 Cl -0.322728 -1.750216 1.201661
4 C 1.332993 -0.406960 -0.491551
5 Cl 1.735138 1.130813 -1.410422
6 C -0.138577 0.976201 1.213561
7 O -0.999127 1.797319 1.196843
8 Cl 1.096972 0.879267 2.414453
9 H -1.310524 -1.107672 -1.303010
10 H -2.221555 -0.233280 -0.003854
11 H -1.282046 0.799494 -1.125652
12 H 1.389007 -1.110269 -1.298786
13 H 2.155079 -0.574190 0.217256

Cartesian forces (eV/Å) of the 2 atoms listed first:
-0.983 -3.810 1.596
1.970 0.464 3.613